{
  "formula": "C5H13NS",
  "method": "ωB97M-V/def2-TZVPD",
  "species": ["C", "H", "C", "S", "H", "H", "H", "C", "H", "H", "N", "H", "H", "C", "H", "C", "H", "H", "H", "H"],
  "xyz": [[1.4372, 0.9962, -1.1736], [1.2585, 1.7252, -1.9633], [-2.0051, 0.4363, 0.5608], [-1.7260, -0.4885, 2.1292], [-0.8067, -1.3852, 1.7552], [0.7616, 0.7335, 0.8392], [-0.5605, -0.7864, -0.4053], [0.3491, 1.1054, -0.1029], [2.3655, 1.4091, -0.7745], [2.8846, -1.9701, -1.6519], [1.6053, -0.3294, -1.6892], [0.0158, 2.1320, 0.0244], [3.5820, -0.5483, -0.9879], [-0.8668, 0.2504, -0.4570], [-1.2871, 0.5138, -1.4252], [2.6425, -1.1019, -1.0387], [-2.9494, 0.0444, 0.1794], [-2.0831, 1.4639, 0.8940], [1.7536, -0.3996, -2.6845], [2.3441, -1.4666, -0.0597]],
  "forces_ev_per_angstrom": [[0.1, 1.2, -0.1], [-0.5, -0.3, -0.4], [0.4, -1.0, 0.3], [-0.1, 0.2, 0.4], [0.0, 0.0, -0.3], [-0.2, 0.2, 0.1], [-0.1, -0.3, -0.6], [-0.1, -0.7, -0.3], [0.4, -0.2, 0.4], [-0.2, -0.2, 0.0], [0.1, -0.8, -0.3], [0.3, 0.2, 0.1], [0.2, 0.2, 0.4], [-0.5, 0.5, 1.1], [0.3, -0.2, -0.3], [0.3, -0.3, -0.5], [0.1, 0.4, -0.1], [-0.3, 0.2, -0.2], [-0.2, 0.5, 0.0], [0.0, 0.1, 0.2]],
  "mulliken_charge": [-0.767, 0.446, -0.627, -0.241, 0.089, 0.262, 0.244, -0.533, 0.333, 0.358, -0.254, 0.394, 0.344, -0.603, 0.333, -0.957, 0.351, 0.363, 0.235, 0.229],
  "spin_multiplicity": 1,
  "energy_ha": -651.22030,
  "charge": 0,
  "de_lowest_kj_mol": 62.1,
  "e_lumo_ev": 0.989
}